Entry 1:
The following is a quantum chemistry calculation of C19H25N5O3S in the gas phase at a distorted geometry, from OMol25.

Orbital gap = 9.356 eV
SMILES = CCn1c(CNC(=O)c2cccc(C)c2)nnc1SCC(=O)N1CCOCC1
Largest force on an atom = 1.01 eV/A

```
! RIJCOSX wB97M-V def2-TZVPD def2/J DEFGRID3
* xyz 0 1
C -2.09834 -4.22668 -0.87130
C -2.08690 -3.12284 0.18143
N -1.62167 -1.88002 -0.37304
C -0.34264 -1.44674 -0.52663
C 0.87140 -2.18626 -0.10800
N 2.02736 -1.33784 -0.25755
C 3.11694 -1.50633 0.53313
O 3.19676 -2.43135 1.32053
C 4.19689 -0.49564 0.35894
C 5.07736 -0.30424 1.42052
C 6.09996 0.61784 1.31406
C 6.25891 1.34598 0.14689
C 5.40212 1.15565 -0.92984
C 5.56641 1.93741 -2.19812
C 4.37153 0.23161 -0.81278
N -0.33012 -0.27158 -1.10208
N -1.59709 0.09438 -1.33193
C -2.36658 -0.85839 -0.89302
S -4.11618 -0.81429 -0.89372
C -4.35519 -0.29986 0.86007
C -3.11326 0.41163 1.37247
O -2.30884 -0.20943 2.04871
N -2.95637 1.70652 1.05794
C -3.77059 2.50595 0.16811
C -2.88389 3.07746 -0.95004
O -1.81463 3.82311 -0.41793
C -0.99783 2.99834 0.38305
C -1.79798 2.42731 1.55677
H -1.09920 -4.39876 -1.26414
H -2.46007 -5.14924 -0.42696
H -2.75513 -3.95466 -1.69494
H -1.43638 -3.38755 1.01830
H -3.09787 -2.96441 0.56216
H 0.98683 -3.09611 -0.71704
H 0.79801 -2.50277 0.94162
H 1.87742 -0.49244 -0.78634
H 4.94059 -0.88976 2.31667
H 6.77962 0.76909 2.13960
H 7.06249 2.06424 0.06734
H 5.50203 1.28181 -3.06448
H 4.77440 2.68148 -2.28398
H 6.52339 2.45233 -2.21780
H 3.72224 0.06930 -1.66151
H -5.25415 0.31087 0.89173
H -4.50254 -1.19722 1.46206
H -4.56654 1.91828 -0.28218
H -4.20598 3.33210 0.74435
H -3.46083 3.76237 -1.57320
H -2.49807 2.24630 -1.55723
H -0.18446 3.62645 0.74903
H -0.58978 2.17645 -0.22006
H -1.19195 1.73576 2.14234
H -2.14811 3.24654 2.19517
*
```

---

Entry 2:
The following is a quantum chemistry calculation of a molecular structure, C19H26Br9F16O6P at a distorted geometry, from OMol25.

Orbital gap (alpha / beta) = 6.451 / 1.722 eV
Largest force on an atom = 4.21 eV/A

```
! RIJCOSX wB97M-V def2-TZVPD def2/J DEFGRID3
* xyz 1 2
C -1.34259 -0.01848 -3.62081
C -1.55825 -1.34719 -4.39031
O -1.47065 -1.04926 -5.76883
P -2.77402 -0.74091 -6.73219
O -4.01781 -0.34816 -6.03138
O -2.87133 -2.04864 -7.71391
C -3.26594 -3.27231 -7.18231
C -4.78481 -3.41387 -7.40765
O -2.20173 0.32803 -7.85623
C -2.24534 1.71337 -7.57426
C -2.36485 2.29680 -8.96612
H -2.24242 0.59271 -3.55128
H -0.95089 -0.21694 -2.62317
H -0.67920 0.69720 -4.10644
H -0.82218 -2.10355 -4.11784
H -2.53489 -1.71333 -4.07376
H -2.79364 -4.09433 -7.72017
H -3.07242 -3.34961 -6.11242
H -5.17226 -4.37071 -7.05777
H -5.33857 -2.66666 -6.83921
H -5.01761 -3.34427 -8.47022
H -3.00602 2.13674 -6.91835
H -1.28759 1.89984 -7.08841
H -2.25460 3.38054 -8.92776
H -1.54831 1.90698 -9.57389
H -3.34437 2.07245 -9.38839
C 4.53276 1.79821 2.92877
C 4.18906 1.48387 1.49343
C 3.90494 2.75681 0.62099
F 4.89820 3.56740 0.71297
F 3.53147 2.53208 -0.64319
F 5.26709 0.86119 0.95195
F 3.21429 0.59935 1.46117
O 3.44375 2.56653 3.42368
C 3.67177 3.01275 4.77399
C 2.64969 4.07645 5.23033
F 2.76412 4.32080 6.56260
F 2.74158 5.26450 4.55379
F 3.50986 1.93116 5.48294
F 4.92776 3.52210 4.91994
H 5.46923 2.35589 2.93954
H 4.61803 0.86973 3.49334
H 3.07055 3.30833 1.05423
H 1.64754 3.69369 5.03728
C 2.34754 -3.62387 5.74206
C 2.15305 -4.86517 6.59931
C 0.80622 -5.51192 6.33806
F 0.57295 -5.98046 5.11464
F 0.47768 -6.46626 7.20347
F 3.19802 -5.67123 6.39238
F 2.29153 -4.49315 7.89149
O 1.51439 -2.55191 6.15130
C 1.20824 -1.58313 5.09546
C 0.32588 -0.38256 5.44244
F 0.83700 0.41072 6.40175
F 0.14962 0.43897 4.42058
F 2.38531 -1.19159 4.62329
F 0.50260 -2.33476 4.21192
H 2.30960 -3.87828 4.68285
H 3.35649 -3.28778 5.98110
H 0.01490 -4.77888 6.49486
H -0.68024 -0.68550 5.73234
C -4.42873 5.69700 0.47494
Br -2.53747 6.33864 0.24052
Br -5.57381 6.42735 -0.89478
Br -4.95820 6.14498 2.33985
H -4.36635 4.60924 0.44370
C -1.15148 1.99145 1.33615
Br 0.28979 3.33063 1.77621
Br -1.24857 1.75443 -0.62714
Br -2.93418 2.54342 2.00340
H -0.83377 1.04591 1.77560
C 1.07526 -2.94391 0.22435
Br 1.61296 -4.40948 1.38535
Br 0.33192 -1.43407 1.27137
Br -0.09632 -3.54796 -1.16915
H 1.95874 -2.55813 -0.28431
*
```

---

Entry 3:
The following is a quantum chemistry calculation of a molecular structure, C19H26CeF5O5P at a distorted geometry, from OMol25.

Orbital gap (alpha / beta) = 6.439 / 6.463 eV
Largest force on an atom = 1.05 eV/A

```
! RIJCOSX wB97M-V def2-TZVPD def2/J DEFGRID3
* xyz 2 1
Ce -1.41255 0.38314 -0.07716
O -4.14552 2.89724 1.79795
C -3.18485 2.06430 2.03584
O -2.14239 2.03216 1.36461
C -3.43996 1.19578 3.25803
O -2.65984 0.03629 3.33218
C -3.23761 -1.19355 2.86489
C -2.87263 -1.13365 1.40341
O -3.44823 -0.26978 0.67257
O -1.76621 -1.57934 0.94972
H -3.91478 3.54915 1.11074
H -3.15456 1.82624 4.10940
H -4.51418 1.00906 3.33430
H -2.72527 -1.99983 3.38164
H -4.31381 -1.24782 3.02573
F -2.50806 -0.94467 -1.99665
C -2.10172 0.03562 -2.90027
C -1.46836 1.10209 -2.31122
C -0.99456 2.11754 -3.12414
F -0.37972 3.17710 -2.59583
C -1.16353 2.03585 -4.50056
F -0.72693 2.98636 -5.30636
C -1.81095 0.92853 -5.05314
F -1.96415 0.86546 -6.35861
C -2.29954 -0.11017 -4.25760
F -2.90177 -1.15128 -4.79655
C 1.74185 2.01641 -0.60594
C 2.41209 0.93156 0.23459
C 3.80709 0.59169 -0.30284
P 1.27709 -0.49287 0.44416
C 1.33037 -1.78165 -0.87313
C 2.38397 -2.88041 -0.65433
C 1.44965 -1.21910 -2.29069
C 1.49581 -1.25502 2.09293
C 0.85421 -0.37174 3.16263
C 2.96302 -1.52216 2.45872
H 2.33482 2.93110 -0.58348
H 0.74640 2.30605 -0.22826
H 1.64003 1.71925 -1.64968
H 2.52176 1.30330 1.26116
H 3.76388 0.29347 -1.34902
H 4.29334 -0.20005 0.26375
H 4.44074 1.47697 -0.24420
H 0.34924 -2.27376 -0.77287
H 3.39245 -2.46685 -0.67795
H 2.30489 -3.60734 -1.46256
H 2.24197 -3.41380 0.28349
H 2.48005 -0.95188 -2.51949
H 0.83104 -0.33733 -2.48382
H 1.15007 -1.99076 -2.99954
H 0.95294 -2.20452 2.02888
H 1.39737 0.56795 3.28167
H 0.89542 -0.88505 4.12362
H -0.19699 -0.13788 2.97028
H 3.51443 -0.58538 2.55217
H 3.48099 -2.15860 1.74572
H 3.00172 -2.01338 3.43117
*
```

---

Entry 4:
The following is a quantum chemistry calculation of a molecular structure, C19H26F3FeN7S at a distorted geometry, from OMol25.

Orbital gap (alpha / beta) = 7.160 / 7.475 eV
Largest force on an atom = 3.06 eV/A

```
! RIJCOSX wB97M-V def2-TZVPD def2/J DEFGRID3
* xyz 0 5
Fe 0.45355 -0.25800 -0.80196
C 2.64497 2.69697 2.79433
N 1.67761 1.64846 2.62234
C 0.31476 1.93140 3.15914
C 1.94105 0.63552 1.75775
N 1.13571 -0.32465 1.42433
N 3.18418 0.73323 1.10136
C 3.58679 0.02326 0.02234
N 4.94140 -0.13693 -0.02106
N 2.81854 -0.33677 -0.91568
H 3.68735 2.31940 2.84839
H 2.43108 3.10871 3.80669
H 2.54873 3.45340 2.00522
H 0.20297 1.47073 4.18071
H -0.44524 1.63777 2.42570
H 0.29240 3.00701 3.21962
H 0.36861 -0.46253 1.99913
H 3.79484 1.52887 1.26496
H 5.45822 0.01082 0.85109
H 5.39974 -0.75865 -0.63453
H 3.12374 -0.87646 -1.69776
F -3.25235 4.90229 1.10424
C -2.11395 4.32443 0.61845
F -1.92864 4.78012 -0.65052
F -1.07439 4.72707 1.38002
C -2.25468 2.85022 0.55189
C -3.35476 2.26383 1.13702
C -3.52146 0.88959 1.10773
C -2.66625 0.09723 0.40254
N -1.51819 0.57698 -0.00207
C -1.20864 1.91472 0.13364
S 0.34036 2.40154 -0.33477
H -4.16095 2.93814 1.50037
H -4.44809 0.42615 1.55120
H -2.83615 -0.89806 0.27260
C -0.29106 -2.93972 1.22467
N -0.10724 -2.55110 -0.17991
C 1.01767 -3.28402 -0.76916
C -1.37307 -2.80924 -0.89148
C -1.31839 -2.19406 -2.29281
C -2.00621 -2.75483 -3.36821
C -2.04593 -2.11933 -4.61997
C -1.27278 -0.98772 -4.89364
C -0.53251 -0.43758 -3.81604
C -0.53248 -1.03480 -2.53817
H -0.83991 -3.87082 1.34875
H -0.88275 -2.11423 1.71955
H 0.66221 -3.05430 1.66913
H 1.13091 -4.32584 -0.43337
H 1.96373 -2.79961 -0.51135
H 0.98040 -3.27055 -1.86168
H -2.17433 -2.49090 -0.22633
H -1.49379 -3.91416 -1.11881
H -2.43710 -3.73990 -3.34451
H -2.62624 -2.50683 -5.41906
H -1.38447 -0.50209 -5.82545
H 0.00050 0.45582 -4.03661
*
```